a) Density functional theory data (ωB97M-V/def2-TZVPD) for a cluster of 13 separate species, C6H37NO12 in total.

Summary:
Orbital gap   7.736 eV
Total charge   0

Each atom is followed by the atoms it is bonded to, with distances in Å.
Atoms and positions in Å:
1 C 2.4859 -1.8829 -2.4872  C2 1.517, H8 1.103, H9 1.131, H10 1.123
2 C 2.4671 -0.3815 -2.2733  C1 1.517, C3 1.516, H11 1.112, H12 1.129
3 C 1.1203 0.1318 -1.8023  C2 1.516, C4 1.342, C6 1.511
4 C 0.0717 0.4956 -2.5566  C3 1.342, N5 1.388, H13 1.090
5 N 0.0450 0.3546 -3.9375  C4 1.388, H14 0.995, H15 1.020
6 C 1.1032 0.5672 -0.3550  C3 1.511, C7 1.559, H16 1.131, H17 1.102
7 C 0.3882 -0.4664 0.5682  C6 1.559, H18 1.138, H19 1.146, H20 1.106
8 H 1.5572 -2.3246 -2.0893  C1 1.103
9 H 2.1753 -2.3763 -3.4563  C1 1.131
10 H 3.3279 -2.3914 -1.9455  C1 1.123
11 H 3.1732 0.0584 -1.5355  C2 1.112
12 H 2.8283 0.0916 -3.2327  C2 1.129
13 H -0.9491 0.6774 -2.2195  C4 1.090
14 H -0.6807 0.8173 -4.4372  N5 0.995
15 H 0.9085 0.2825 -4.4751  N5 1.020
16 H 2.1610 0.7225 0.0146  C6 1.131
17 H 0.7258 1.5781 -0.1315  C6 1.102
18 H -0.7048 -0.3817 0.2637  C7 1.138
19 H 0.6138 -0.2538 1.6715  C7 1.146
20 H 0.6365 -1.4755 0.1906  C7 1.106
21 H 0.5866 3.8884 0.2447  O23 0.958
22 H 1.1599 4.4018 1.6825  O23 0.952
23 O 1.3168 3.9442 0.8621  H21 0.958, H22 0.952
24 H -1.8365 4.3146 0.5910  O26 0.972
25 H -1.9990 3.1175 -0.4518  O26 0.980
26 O -2.3843 3.5533 0.3368  H24 0.972, H25 0.980
27 H 1.6355 1.4943 4.1968  O29 0.957
28 H 1.5536 1.2458 2.6941  O29 0.975
29 O 1.9835 0.9262 3.5093  H27 0.957, H28 0.975
30 H 3.5826 -2.3446 1.6937  O32 0.951
31 H 1.9558 -1.9502 1.5428  O32 0.983
32 O 2.7829 -2.3366 1.1785  H30 0.951, H31 0.983
33 H -3.6195 2.1449 -1.0121  O35 0.961
34 H -2.7287 0.8378 -1.0889  O35 0.981
35 O -2.9415 1.6927 -1.5208  H33 0.961, H34 0.981
36 H -2.8691 -1.1723 2.4967  O38 0.979
37 H -3.5756 -2.3877 2.1513  O38 0.961
38 O -3.3512 -1.8959 2.9459  H36 0.979, H37 0.961
39 H 2.0033 4.3289 -1.3523  O41 0.951
40 H 0.8142 4.2240 -2.5227  O41 0.949
41 O 1.1420 4.0540 -1.6481  H39 0.951, H40 0.949
42 H -2.7000 1.9781 2.9604  O44 0.964
43 H -1.8416 2.6215 1.9616  O44 0.970
44 O -1.7917 1.9318 2.6412  H42 0.964, H43 0.970
45 H -1.2047 -4.0528 -1.2333  O47 0.971
46 H -2.3479 -4.0889 -0.2730  O47 0.962
47 O -2.1665 -3.9252 -1.2033  H45 0.971, H46 0.962
48 H 0.7633 -2.0370 3.8943  O50 0.969
49 H 2.1464 -1.4236 3.7118  O50 0.957
50 O 1.7086 -2.2465 3.9295  H48 0.969, H49 0.957
51 H -3.9903 -1.0545 0.1535  O53 0.951
52 H -2.3097 -0.8976 0.2951  O53 0.953
53 O -3.1982 -0.5549 0.3188  H51 0.951, H52 0.953
54 H 1.1643 -3.7155 -1.7111  O56 0.986
55 H 1.0292 -4.2081 -0.1859  O56 0.965
56 O 0.6960 -4.3165 -1.0855  H54 0.986, H55 0.965

Per-atom Löwdin charges, elementary charge units: C -0.105; C -0.208; C -0.276; C -0.149; N 0.061; C -0.218; C -0.070; H 0.025; H 0.098; H 0.096; H 0.108; H 0.113; H 0.100; H 0.069; H 0.085; H 0.117; H 0.081; H 0.060; H 0.079; H 0.062; H -0.010; H 0.040; O -0.060; H 0.058; H 0.038; O -0.072; H 0.044; H 0.027; O -0.050; H 0.035; H 0.000; O -0.067; H 0.040; H 0.016; O -0.079; H 0.016; H 0.012; O -0.067; H 0.044; H 0.047; O -0.046; H 0.038; H -0.018; O -0.074; H -0.015; H 0.020; O -0.075; H 0.045; H -0.005; O -0.059; H 0.065; H 0.009; O -0.039; H 0.021; H 0.051; O -0.061

---

b) Density functional theory data (ωB97M-V/def2-TZVPD) for a cluster of 12 separate species, C6H37NO12 in total.

Summary:
Orbital gap   9.656 eV
SMILES   CCCC[C@H](N)CO.O.O.O.O.O.O.O.O.O.O.O
Total charge   0

Each atom is followed by the atoms it is bonded to, with distances in Å.
Atoms and positions in Å:
1 C -3.1515 0.6207 2.5848  C2 1.540, H9 1.088, H10 1.090, H11 1.099
2 C -2.3809 1.7314 3.3223  C1 1.540, C3 1.545, H12 1.088, H13 1.089
3 C -1.0094 1.2643 3.8590  C2 1.545, C4 1.535, H14 1.094, H15 1.090
4 C -0.2577 0.3016 2.9296  C3 1.535, C5 1.571, H16 1.099, H17 1.082
5 C 0.3618 1.0172 1.6755  C4 1.571, N6 1.467, C7 1.496, H18 1.082
6 N 0.2459 0.2235 0.4467  C5 1.467, H19 1.009, H20 1.012
7 C 1.7653 1.5095 1.8358  C5 1.496, O8 1.420, H21 1.090, H22 1.100
8 O 2.1779 2.3311 0.7538  C7 1.420, H23 0.962
9 H -4.1377 1.0395 2.3975  C1 1.088
10 H -2.9932 -0.3210 3.1105  C1 1.090
11 H -2.7788 0.3605 1.5843  C1 1.099
12 H -3.0638 1.8937 4.1530  C2 1.088
13 H -2.1320 2.6102 2.7293  C2 1.089
14 H -1.1887 0.6619 4.7545  C3 1.094
15 H -0.3145 2.0703 4.0942  C3 1.090
16 H 0.5213 -0.2616 3.4621  C4 1.099
17 H -0.9160 -0.4648 2.5434  C4 1.082
18 H -0.3393 1.8373 1.5997  C5 1.082
19 H -0.7155 -0.0003 0.2361  N6 1.009
20 H 0.8084 -0.6056 0.5916  N6 1.012
21 H 1.9113 2.0529 2.7697  C7 1.090
22 H 2.4525 0.6584 1.9541  C7 1.100
23 H 1.3865 2.6587 0.3165  O8 0.962
24 O -3.1006 -0.4379 -3.1817  H25 0.975, H26 0.957
25 H -2.7045 0.3638 -2.7937  O24 0.975
26 H -4.0047 -0.4960 -2.8721  O24 0.957
27 O 2.5262 0.7331 -1.5612  H28 0.967, H29 0.973
28 H 2.1148 -0.1284 -1.7146  O27 0.967
29 H 2.2133 1.0943 -0.7136  O27 0.973
30 O 0.7376 -5.0412 0.4766  H31 0.966, H32 0.957
31 H 1.0189 -4.2422 0.9411  O30 0.966
32 H 1.4542 -5.4265 -0.0271  O30 0.957
33 O 3.4294 3.3653 -2.3993  H34 0.963, H35 0.964
34 H 2.5589 3.0260 -2.1662  O33 0.963
35 H 3.9567 2.5607 -2.3391  O33 0.964
36 O -1.4181 -2.0056 -1.8119  H37 0.957, H38 0.985
37 H -1.8486 -2.8153 -1.5385  O36 0.957
38 H -2.0380 -1.5215 -2.4044  O36 0.985
39 O -0.7310 2.7959 -0.5554  H40 0.965, H41 0.959
40 H -0.6684 1.8333 -0.5911  O39 0.965
41 H -0.7659 3.1487 -1.4466  O39 0.959
42 O -0.6816 -2.6302 1.4119  H43 0.962, H44 0.960
43 H -0.4720 -1.8695 1.9615  O42 0.962
44 H -0.5563 -2.3970 0.4888  O42 0.960
45 O 1.2029 -1.6938 -2.2447  H46 0.987, H47 0.966
46 H 0.3215 -2.1200 -2.1165  O45 0.987
47 H 1.2871 -1.9697 -3.1668  O45 0.966
48 O 1.4069 -0.8489 -5.1555  H49 0.964, H50 0.960
49 H 2.0931 -0.3376 -4.7116  O48 0.964
50 H 0.8660 -0.2184 -5.6361  O48 0.960
51 O 2.1062 -2.5602 0.3727  H52 0.968, H53 0.971
52 H 3.0157 -2.2819 0.5524  O51 0.968
53 H 2.2478 -2.8370 -0.5467  O51 0.971
54 O -0.8739 0.8531 -2.7157  H55 0.963, H56 0.949
55 H -0.7088 0.1448 -2.0839  O54 0.963
56 H -0.2371 0.7705 -3.4150  O54 0.949

Per-atom Löwdin charges, elementary charge units: C -0.103; C -0.236; C -0.196; C -0.167; C -0.366; N 0.067; C -0.204; O -0.058; H 0.074; H 0.082; H 0.058; H 0.101; H 0.103; H 0.110; H 0.110; H 0.125; H 0.053; H 0.114; H 0.069; H 0.059; H 0.124; H 0.131; H 0.063; O -0.050; H 0.038; H 0.064; O -0.079; H -0.021; H -0.008; O -0.074; H -0.011; H 0.024; O -0.073; H 0.000; H 0.021; O -0.062; H 0.070; H 0.012; O -0.052; H -0.015; H 0.043; O -0.044; H -0.006; H 0.001; O -0.084; H 0.026; H 0.040; O -0.042; H 0.048; H 0.043; O -0.064; H 0.066; H 0.042; O -0.029; H 0.015; H 0.048

---

b) (2.422 eV below the next structure)

---

a) Density functional theory data (ωB97M-V/def2-TZVPD) for the molecule C2H5NO.

Summary:
Orbital gap   10.765 eV
SMILES   CNC=O
Total charge   0

Each atom is followed by the atoms it is bonded to, with distances in Å.
Atoms and positions in Å:
1 C -0.3488 1.0369 -0.2380  N2 1.469, H5 1.097, H6 1.092, H7 1.098
2 N 0.4338 -0.2059 -0.2632  C1 1.469, C3 1.361, H8 1.001
3 C 0.1777 -1.2952 0.5119  N2 1.361, O4 1.205, H9 1.103
4 O 0.9247 -2.2379 0.5920  C3 1.205
5 H -0.3359 1.5400 0.7366  C1 1.097
6 H -1.3708 0.8506 -0.5746  C1 1.092
7 H 0.0399 1.7473 -0.9803  C1 1.098
8 H 1.2894 -0.2027 -0.7831  N2 1.001
9 H -0.8099 -1.2332 0.9987  C3 1.103

Per-atom Löwdin charges, elementary charge units: C -0.093; N -0.033; C -0.390; O 0.018; H 0.080; H 0.076; H 0.082; H 0.126; H 0.133

---

b) Density functional theory data (ωB97M-V/def2-TZVPD) for a cluster of 2 separate species, C2H5NO in total.

Summary:
Orbital gap   10.749 eV
SMILES   C=N.C=O
Total charge   0

Each atom is followed by the atoms it is bonded to, with distances in Å.
Atoms and positions in Å:
1 C 1.4694 -0.7867 0.1558  N2 1.263, H3 1.091, H4 1.091
2 N 1.0774 0.3937 -0.0652  C1 1.263, H5 1.020
3 H 2.1224 -1.3896 -0.4779  C1 1.091
4 H 1.1511 -1.2920 1.0685  C1 1.091
5 H 1.3123 0.6547 -1.0233  N2 1.020
6 C -1.7463 0.5905 0.0888  O7 1.199, H8 1.108, H9 1.095
7 O -2.7441 -0.0349 -0.1373  C6 1.199
8 H -1.4865 0.8680 1.1295  C6 1.108
9 H -1.1557 0.9964 -0.7389  C6 1.095

Per-atom Löwdin charges, elementary charge units: C -0.123; N 0.008; H 0.065; H 0.062; H 0.050; C -0.185; O -0.015; H 0.082; H 0.056

---

c) Density functional theory data (ωB97M-V/def2-TZVPD) for the molecule C2H5NO.

Summary:
Orbital gap   10.809 eV
SMILES   CNC=O
Total charge   0

Each atom is followed by the atoms it is bonded to, with distances in Å.
Atoms and positions in Å:
1 C 0.9285 0.5285 0.2235  N2 1.451, H5 1.095, H6 1.093, H7 1.096
2 N 0.0381 -0.4180 -0.4231  C1 1.451, C3 1.356, H8 1.008
3 C -1.2383 -0.5389 0.0199  N2 1.356, O4 1.215, H9 1.106
4 O -1.6491 -0.0404 1.0495  C3 1.215
5 H 1.3031 0.1432 1.1781  C1 1.095
6 H 1.7751 0.7399 -0.4339  C1 1.093
7 H 0.3762 1.4541 0.4206  C1 1.096
8 H 0.2858 -0.8251 -1.3117  N2 1.008
9 H -1.8796 -1.1295 -0.6600  C3 1.106

Per-atom Löwdin charges, elementary charge units: C -0.088; N -0.042; C -0.387; O 0.011; H 0.086; H 0.082; H 0.087; H 0.123; H 0.127

---

c) (0.122 eV below the next structure)

---

a) Density functional theory data (ωB97M-V/def2-TZVPD) for the molecule C2H5NO.

Summary:
Orbital gap   10.920 eV
SMILES   CC(N)=O
Total charge   0

Each atom is followed by the atoms it is bonded to, with distances in Å.
Atoms and positions in Å:
1 C -1.0398 -0.0992 0.0256  C2 1.695, H5 1.086, H6 1.140, H7 1.086
2 C 0.4775 0.6575 0.0272  C1 1.695, N3 1.344, O4 1.203
3 N 1.3329 -0.3748 -0.0674  C2 1.344, H8 1.030, H9 1.023
4 O 0.6508 1.8460 0.0996  C2 1.203
5 H -1.4998 0.2114 0.9592  C1 1.086
6 H -1.2890 -1.2097 -0.0376  C1 1.140
7 H -1.5538 0.3257 -0.8319  C1 1.086
8 H 2.3610 -0.3122 -0.0967  N3 1.030
9 H 0.5601 -1.0449 -0.0778  N3 1.023

Per-atom Löwdin charges, elementary charge units: C -0.031; C -0.561; N 0.133; O 0.058; H 0.058; H 0.085; H 0.059; H 0.133; H 0.066

---

b) Density functional theory data (ωB97M-V/def2-TZVPD) for the molecule C2H5NO.

Summary:
Orbital gap   10.959 eV
SMILES   CNC=O
Total charge   0

Each atom is followed by the atoms it is bonded to, with distances in Å.
Atoms and positions in Å:
1 C 0.5206 -0.0462 0.9742  N2 1.479, H5 1.083, H6 1.096, H7 1.108
2 N -0.0221 -0.6132 -0.2795  C1 1.479, C3 1.422, H8 1.002
3 C -0.8627 0.2028 -1.0852  N2 1.422, O4 1.208, H9 1.117
4 O -1.1094 1.3629 -0.8563  C3 1.208
5 H -0.1046 0.7835 1.2784  C1 1.083
6 H 0.5478 -0.8520 1.7159  C1 1.096
7 H 1.5605 0.3260 0.8828  C1 1.108
8 H 0.8541 -0.8373 -0.7111  N2 1.002
9 H -1.3841 -0.3267 -1.9192  C3 1.117

Per-atom Löwdin charges, elementary charge units: C -0.106; N -0.058; C -0.329; O 0.032; H 0.070; H 0.076; H 0.086; H 0.099; H 0.129

---

b) (0.383 eV below the next structure)

---

a) Density functional theory data (ωB97M-V/def2-TZVPD) for the molecule C2H5NO.

Summary:
Orbital gap   10.955 eV
SMILES   C=NOC
Total charge   0

Each atom is followed by the atoms it is bonded to, with distances in Å.
Atoms and positions in Å:
1 C -1.9099 -0.1101 0.0121  N2 1.288, H5 1.099, H6 1.104
2 N -0.7354 0.4166 -0.0189  C1 1.288, O3 1.415
3 O 0.3042 -0.5435 -0.0061  N2 1.415, C4 1.384
4 C 1.5454 0.0687 0.0115  O3 1.384, H7 1.071, H8 1.117, H9 1.105
5 H -2.1501 -1.1799 -0.0617  C1 1.099
6 H -2.7703 0.5811 0.0494  C1 1.104
7 H 2.0367 -0.1359 0.9407  C4 1.071
8 H 1.4593 1.1731 -0.1319  C4 1.117
9 H 2.2202 -0.2701 -0.7949  C4 1.105

Per-atom Löwdin charges, elementary charge units: C -0.029; N -0.023; O -0.199; C -0.141; H 0.079; H 0.072; H 0.067; H 0.091; H 0.083

---

b) Density functional theory data (ωB97M-V/def2-TZVPD) for the molecule C2H5NO.

Summary:
Orbital gap   8.974 eV
SMILES   C=[N+](C)[O-]
Total charge   0

Each atom is followed by the atoms it is bonded to, with distances in Å.
Atoms and positions in Å:
1 C -0.6320 0.7742 0.8989  N2 1.294, H5 1.094, H6 1.098
2 N -0.2273 0.3241 -0.2447  C1 1.294, C3 1.412, O4 1.685
3 C 0.5610 -0.8365 -0.4017  N2 1.412, H7 1.115, H8 1.111, H9 1.182
4 O -0.5063 1.2401 -1.6316  N2 1.685
5 H -1.3840 1.5291 0.6513  C1 1.094
6 H -0.2754 0.3840 1.8608  C1 1.098
7 H 1.6186 -0.6253 -0.1207  C3 1.115
8 H 0.7261 -1.2245 -1.4292  C3 1.111
9 H 0.1194 -1.5652 0.4169  C3 1.182

Per-atom Löwdin charges, elementary charge units: C 0.067; N -0.249; C -0.092; O -0.260; H 0.102; H 0.105; H 0.098; H 0.100; H 0.129

---

a) (2.455 eV below the next structure)